[1]
Computed, not measured: the ion C2HN2O2 with charge -1, with ωB97M-V/def2-TZVPD.

Atoms and positions in Å:
N1 2.59 -0.62 0.06
C1 1.51 -0.30 0.13
C2 0.14 0.37 -0.01
N2 -1.06 -0.15 -0.12
O1 -2.00 0.61 0.19
O2 -1.21 -1.34 -0.41
H1 0.04 1.41 0.15

Results
Net charge   -1
LUMO   4.53 eV
Orbital gap   8.266 eV
HOMO level   -3.7 eV
M   85.042 g mol⁻¹
SMILES   N#CC=[N+]([O-])[O-]

Charges computed using Löwdin, reported in e: atom 1 (N): 0.045, atom 2 (C): -0.243, atom 3 (C): -0.147, atom 4 (N): -0.560, atom 5 (O): -0.094, atom 6 (O): -0.068, atom 7 (H): 0.068

---

[2]
Computed, not measured: a cluster of 2 separate species, C2HN2O2 in total, with ωB97M-V/def2-TZVPD.

Atoms and positions in Å:
C1 -0.28 -1.71 0.76
C2 0.53 -1.02 -0.08
N1 -0.93 -2.41 1.44
N2 -0.11 1.54 -0.83
O1 -0.89 1.97 -1.70
O2 0.19 2.20 0.17
H1 1.49 -0.57 0.24

Results
Net charge   -1
LUMO (alpha / beta)   4.46 / 2.35 eV
Orbital gap (alpha / beta)   8.389 / 5.691 eV
HOMO level (alpha / beta)   -3.9 / -3.3 eV
Spin multiplicity   3
M   85.042 g mol⁻¹

Charges computed using Löwdin, reported in e: atom 1 (C): -0.436, atom 2 (C): 0.052, atom 3 (N): 0.067, atom 4 (N): -0.367, atom 5 (O): -0.173, atom 6 (O): -0.161, atom 7 (H): 0.018

---

[3]
Computed, not measured: the ion C2HN2O4 with charge -1, with ωB97M-V/def2-TZVPD.

Atoms and positions in Å:
H1 1.36 0.98 -1.30
N1 1.23 1.32 -0.35
N2 0.78 0.61 0.48
C1 0.68 -0.84 0.35
O1 1.71 -1.50 0.34
O2 -0.52 -1.24 0.36
C2 -1.57 0.07 0.11
O3 -1.28 0.54 -0.93
O4 -2.39 0.06 0.94

Results
Net charge   -1
LUMO   4.21 eV
Orbital gap   8.934 eV
HOMO level   -4.7 eV
M   117.040 g mol⁻¹
SMILES   [H]/N=N\C(=O)OC(=O)[O-]

Charges computed using Löwdin, reported in e: atom 1 (H): 0.059, atom 2 (N): 0.064, atom 3 (N): -0.007, atom 4 (C): -0.657, atom 5 (O): 0.028, atom 6 (O): 0.063, atom 7 (C): -0.720, atom 8 (O): 0.072, atom 9 (O): 0.099

---

[4]
Computed, not measured: the ion C2HN2O4 with charge -1, with ωB97M-V/def2-TZVPD.

Atoms and positions in Å:
O1 -1.86 2.34 0.57
N1 -0.70 1.89 0.27
C1 -0.42 0.62 0.21
C2 0.87 0.22 -0.09
N2 1.78 -0.27 -0.64
O2 2.89 -0.73 -0.88
O3 -1.30 -0.45 0.55
O4 -1.02 -1.63 -0.20
H1 -0.24 -1.99 0.23

Results
Net charge   -1
LUMO (alpha / beta)   3.76 / 3.76 eV
Orbital gap (alpha / beta)   7.190 / 7.190 eV
HOMO level (alpha / beta)   -3.4 / -3.4 eV
M   117.040 g mol⁻¹
SMILES   O=NC(=C=N[O-])OO

Charges computed using Löwdin, reported in e: atom 1 (O): -0.228, atom 2 (N): -0.123, atom 3 (C): -0.389, atom 4 (C): 0.024, atom 5 (N): -0.130, atom 6 (O): -0.101, atom 7 (O): -0.088, atom 8 (O): -0.045, atom 9 (H): 0.080

---

[5]
Computed, not measured: the ion C2HN2O6 with charge -1, with ωB97M-V/def2-TZVPD.

Atoms and positions in Å:
O1 0.44 3.26 0.70
C1 0.44 2.08 0.46
O2 1.51 1.33 0.67
O3 -0.68 1.57 -0.07
N1 -1.02 0.33 -0.59
C2 -0.22 -0.96 0.08
O4 0.61 -1.04 0.96
N2 -0.68 -2.02 -0.77
O5 -1.83 -2.02 -1.18
O6 0.15 -2.88 -1.08
H1 1.30 0.37 0.83

Results
Net charge   -1
LUMO (alpha / beta)   3.03 / 3.03 eV
Orbital gap (alpha / beta)   7.480 / 7.490 eV
HOMO level (alpha / beta)   -4.5 / -4.5 eV
M   149.038 g mol⁻¹
SMILES   O=C(O)O/N=C(\[O-])[N+](=O)[O-]

Charges computed using Löwdin, reported in e: atom 1 (O): 0.072, atom 2 (C): -0.657, atom 3 (O): 0.111, atom 4 (O): -0.071, atom 5 (N): 0.089, atom 6 (C): -0.344, atom 7 (O): 0.038, atom 8 (N): -0.377, atom 9 (O): 0.046, atom 10 (O): 0.044, atom 11 (H): 0.049

---

[6]
Computed, not measured: a structure of composition C2HN2PS, with ωB97M-V/def2-TZVPD.

Atoms and positions in Å:
C1 -0.36 -1.23 -1.04
C2 0.07 1.30 0.01
N1 -0.55 -0.73 0.05
N2 0.06 1.80 -1.01
P1 -0.10 0.66 1.74
S1 1.73 0.06 1.87
H1 -0.86 -1.86 -1.62

Results
LUMO   -1.21 eV
Orbital gap   7.857 eV
HOMO level   -9.1 eV
M   116.085 g mol⁻¹

Charges computed using Löwdin, reported in e: atom 1 (C): 0.112, atom 2 (C): -0.677, atom 3 (N): -0.062, atom 4 (N): 0.075, atom 5 (P): 0.418, atom 6 (S): 0.095, atom 7 (H): 0.040

---

How do the records compare in max |F|? In the order shown, they have 6.2; 1.6; 4.1; 1.9; 8.0; 10.1 eV/Å.
How do the records compare in energy relative to the best compared isomer or geometry (same formula, charge and spin)? In the order shown, they have 303.3; 104.5; 44.5; 729.6; 186.8; 264.0 kJ/mol.
How do the records compare in electronic energy? In the order shown, they have -336.73761; -336.63496; -487.33140; -487.07044; -637.66474; -925.74025 hartree.